No. 1
134
Properties=species:S:1:pos:R:3 method="wB97M-V/def2-TZVPD" e_tot_ev=-175074.8509 molar_mass_g_mol=1115.4 smiles="CCOS(C)(=O)=O.CCOS(C)(=O)=O.CCOS(C)(=O)=O.CCOS(C)(=O)=O.CCOS(C)(=O)=O.CCOS(C)(=O)=O.CCOS(C)(=O)=O.CCOS(C)(=O)=O.C[N+](=O)[O-].C[N+](=O)[O-]" largest_force_ha_per_bohr=0.080 relative_energy_kj_mol=304.1 homo_ev=-10.80 orbital_gap_ev=10.33
C 10.12946 -34.72855 8.41340
N 9.80094 -36.18032 8.08233
O 10.34866 -37.06806 8.74878
O 8.98118 -36.30560 7.15488
H 10.58881 -34.64096 9.39799
H 9.25739 -34.08357 8.52113
H 10.81758 -34.56124 7.58479
C 13.86370 -36.61158 10.39577
N 14.75132 -35.44220 10.15783
O 15.00509 -35.03798 8.99995
O 15.16487 -34.94066 11.17658
H 13.04964 -36.45332 11.10312
H 14.47413 -37.45468 10.71928
H 13.40132 -36.86831 9.44268
O 9.98788 -28.40795 13.52011
S 11.37454 -27.87401 13.44142
O 11.57464 -26.45426 13.65842
O 12.43901 -28.82003 14.29615
C 12.13228 -30.16351 14.39777
C 13.38339 -30.74465 15.05948
C 12.13802 -28.26102 11.76316
H 12.03869 -30.62047 13.41262
H 11.23535 -30.51011 14.91107
H 13.65674 -30.30209 16.01735
H 14.21823 -30.46144 14.41844
H 13.29557 -31.82803 15.14119
H 11.59062 -27.64959 11.04580
H 11.96369 -29.33333 11.67443
H 13.13206 -27.81395 11.77369
O 7.89060 -24.98495 6.91664
S 7.86276 -26.42320 6.87144
O 8.82863 -27.11829 6.04794
O 7.90251 -27.09952 8.41870
C 8.19224 -28.51460 8.51155
C 8.39584 -28.90559 9.93708
C 6.17189 -27.02238 6.31091
H 9.18403 -28.68685 8.09347
H 7.45481 -29.05718 7.92003
H 8.75633 -29.93425 9.93306
H 7.60181 -28.95379 10.68226
H 9.21551 -28.26681 10.26602
H 6.25348 -28.01121 5.85964
H 5.69295 -26.44395 5.52088
H 5.66843 -26.99048 7.27714
O 8.92761 -30.52771 5.82347
S 10.22150 -31.09567 5.36072
O 10.71883 -32.43832 5.81127
O 10.34070 -31.09634 3.66586
C 9.66150 -30.08491 2.96227
C 8.27744 -30.46136 2.42916
C 11.55686 -29.89199 5.71753
H 10.32896 -29.58731 2.25870
H 9.44552 -29.30920 3.69693
H 7.81701 -29.53650 2.08167
H 7.69973 -30.81973 3.28117
H 8.26074 -31.19325 1.62161
H 11.31223 -28.93188 5.26316
H 12.48951 -30.23450 5.26926
H 11.66501 -29.78701 6.79706
O 18.81884 -32.78658 12.85737
S 20.23749 -32.49299 13.18167
O 21.37743 -32.83637 12.29313
O 20.43135 -30.84271 13.54791
C 19.36996 -30.24775 14.28769
C 19.41572 -28.75339 14.00544
C 20.56454 -33.18961 14.81164
H 19.60040 -30.45297 15.33310
H 18.41209 -30.74876 14.14782
H 19.17188 -28.43094 12.99318
H 20.38471 -28.26424 14.10493
H 18.73292 -28.18135 14.63367
H 21.05105 -34.14386 14.60959
H 19.63166 -33.29491 15.36549
H 20.95732 -32.38859 15.43789
O 16.40466 -33.07623 15.55460
S 15.75651 -34.29747 15.12820
O 15.19431 -35.10685 16.19888
O 14.59035 -33.76976 13.97736
C 13.44518 -34.60239 13.68417
C 12.33380 -34.59941 14.80613
C 16.85490 -35.21121 13.99791
H 13.78861 -35.62785 13.54778
H 13.03422 -34.25886 12.73485
H 12.64887 -34.90184 15.80481
H 11.55996 -35.32630 14.55934
H 11.90133 -33.61435 14.98143
H 16.32893 -36.16311 13.92485
H 17.77078 -35.38120 14.56393
H 17.02311 -34.68535 13.05808
O 14.86135 -22.53841 14.39772
S 14.38846 -23.31389 15.51741
O 13.03966 -23.12371 16.06795
O 14.52257 -24.97366 15.07439
C 15.56085 -25.37681 14.25360
C 15.25516 -26.77457 13.75130
C 15.58507 -23.25960 16.94148
H 16.55584 -25.19733 14.66089
H 15.68722 -24.70526 13.40439
H 15.06496 -27.46403 14.57384
H 16.00712 -27.27013 13.13723
H 14.34701 -26.67097 13.15748
H 15.31978 -24.10642 17.57441
H 15.47125 -22.27032 17.38475
H 16.59154 -23.38016 16.54075
O 16.13364 -35.13440 4.82058
S 16.20251 -33.70042 4.87682
O 15.13375 -32.84878 5.46700
O 17.65225 -33.20959 5.53701
C 17.88311 -33.49261 6.92474
C 17.47957 -32.38963 7.85647
C 16.65712 -33.27332 3.10042
H 18.95357 -33.68147 7.00574
H 17.52343 -34.49491 7.15738
H 18.27421 -31.64479 7.81325
H 17.40499 -32.59912 8.92354
H 16.52180 -32.01615 7.49412
H 15.73847 -33.29158 2.51404
H 17.54580 -33.79362 2.74316
H 16.95868 -32.23074 3.20134
O 12.34850 -33.49145 10.19402
S 12.38043 -32.18979 9.46656
O 11.20194 -31.42599 9.05300
O 13.26761 -31.15942 10.39869
C 14.37406 -31.70275 11.11501
C 15.48688 -30.71951 11.59889
C 13.56395 -32.26316 8.03795
H 14.65516 -32.57716 10.52807
H 13.88887 -32.13439 11.99044
H 16.28329 -31.15641 12.20134
H 15.15772 -29.90477 12.24385
H 15.81403 -30.22918 10.68202
H 13.10108 -32.82642 7.22766
H 14.43724 -32.89180 8.21193
H 13.85331 -31.22845 7.85422



No. 2
111
Properties=species:S:1:pos:R:3 method="wB97M-V/def2-TZVPD" e_tot_ev=-54926.5694 molar_mass_g_mol=598.8 largest_force_ha_per_bohr=0.062 relative_energy_kj_mol=950.4 homo_ev=-5.67 orbital_gap_ev=3.25
Li 5.52937 -2.02938 -0.65978
C -1.14365 -0.97089 0.99059
C 0.18873 -0.74121 0.21118
O 1.20874 -1.56310 0.77348
H -1.36079 -2.03902 0.98294
H -1.92717 -0.50433 0.39350
H -1.25254 -0.60788 2.01258
H 0.40762 0.31461 0.37060
H 0.11382 -0.85120 -0.87066
C -7.79918 -3.34719 3.03580
C -9.19360 -3.11906 2.36041
C -9.97152 -4.35318 2.02533
O -9.94562 -2.35709 3.33285
H -7.22796 -2.45952 3.30758
H -7.26356 -4.03970 2.38645
H -8.05310 -3.80492 3.99189
H -9.13833 -2.48228 1.47748
H -9.30760 -5.05847 1.52545
H -10.95738 -4.21526 1.58131
H -10.12593 -4.92013 2.94339
H -10.62539 -1.87310 2.85824
C 6.33797 3.89061 -0.04701
C 7.60228 3.24953 -0.60525
C 8.86540 4.02844 -0.07418
O 7.67729 1.93206 -0.01654
H 6.20666 4.90209 -0.43141
H 6.24013 3.80153 1.03493
H 5.48660 3.32853 -0.43085
H 7.64992 3.15910 -1.69045
H 8.87422 4.08041 1.01454
H 8.79107 5.08313 -0.33913
H 9.84031 3.58943 -0.28613
H 8.56207 1.80377 0.33319
C 0.26160 6.07632 4.87353
C 0.52049 6.59556 3.50722
C -0.75843 7.20076 2.83897
O 1.58703 7.51148 3.69390
H -0.40754 5.22738 4.73332
H -0.17982 6.86001 5.48922
H 1.15233 5.73845 5.40319
H 0.80542 5.76986 2.85519
H -0.73610 7.26345 1.75100
H -1.23716 8.11456 3.19095
H -1.51314 6.44880 3.06937
H 1.45897 7.95212 4.53713
C 1.65793 3.77651 -8.84209
C 0.51345 3.28690 -7.86122
C 0.42344 4.03608 -6.50290
O -0.66375 3.24848 -8.53755
H 2.67735 3.56018 -8.52258
H 1.71226 4.84997 -9.02327
H 1.51986 3.36097 -9.84027
H 0.86000 2.28296 -7.61609
H -0.12935 4.96308 -6.65519
H 1.46952 4.08680 -6.20084
H -0.09152 3.39101 -5.79099
H -1.33234 2.92124 -7.93132
C -6.37409 -0.54285 -4.12324
C -5.16996 -0.26881 -4.94793
C -4.75009 -1.57004 -5.71814
O -5.45597 0.78954 -5.90448
H -7.22110 -0.77486 -4.76887
H -6.72948 0.26261 -3.48056
H -6.26501 -1.37600 -3.42892
H -4.40202 0.03372 -4.23600
H -4.38057 -2.35321 -5.05618
H -3.93719 -1.39057 -6.42177
H -5.57222 -1.98389 -6.30203
H -6.17142 1.31096 -5.53318
C 3.87775 -4.21823 -9.13012
C 3.30865 -2.99053 -8.48885
C 2.44061 -3.28278 -7.20649
O 4.31619 -2.05730 -8.12086
H 3.11250 -4.93054 -9.43852
H 4.54315 -4.71321 -8.42277
H 4.37837 -3.90924 -10.04773
H 2.72769 -2.48766 -9.26195
H 2.92272 -3.83539 -6.40007
H 1.58595 -3.90360 -7.47525
H 2.02217 -2.39141 -6.73910
H 4.62363 -1.64967 -8.93383
C 5.62717 -0.93399 6.37396
C 4.87296 0.31476 5.82576
O 3.49201 0.00271 5.72392
O 5.76220 -2.06798 5.53448
H 5.26121 -1.20744 7.36360
H 6.59047 -0.57508 6.73638
H 5.14223 0.56977 4.80078
H 4.94380 1.20668 6.44831
H 3.35394 -0.55184 4.95254
H 4.88000 -2.40325 5.35865
C 1.28524 -7.21618 2.99781
C 0.89001 -7.31515 1.49434
O 2.00058 -6.85985 0.71034
O 1.20910 -5.85294 3.40412
H 2.28425 -7.62949 3.13653
H 0.56203 -7.74353 3.61988
H -0.00526 -6.73149 1.27999
H 0.62975 -8.33796 1.22191
H 1.96360 -5.90169 0.75702
H 1.52118 -5.28038 2.69957
C -2.44135 1.08755 9.02185
C -3.50464 0.23339 9.82552
O -4.75897 0.81766 9.53668
O -1.10327 0.78077 9.44561
H -2.52138 2.17215 9.09484
H -2.54538 0.88168 7.95653
H -3.28824 0.32746 10.88967
H -3.49829 -0.82059 9.54767
H -5.30128 0.16726 9.08450
H -0.59308 0.75045 8.63296